No. 1
C25H27BrClNO7S2Sb2W | ωB97M-V with the def2-TZVPD basis set

The spin multiplicity is 1. Its energy relative to the best compared isomer or geometry (same formula, charge and spin) is 59.7 kcal per mole. Its net charge is +2. Its max |F| is 5.49 eV/A. The gap between HOMO and LUMO is 6.49 eV.

CARTESIAN COORDINATES (ANGSTROEM)
W -1.35226 -0.19590 0.86894
Br 1.41334 3.01600 0.51654
C -0.03256 3.11370 1.70874
C -0.49296 4.33230 2.18474
C -1.56086 4.32000 3.06734
C -2.09266 3.09840 3.47194
C -1.56416 1.94190 2.92884
N -0.55196 1.93380 2.03664
C -2.04286 0.55690 3.30694
O -2.94366 0.35160 4.06804
O -1.29076 -0.36330 2.73894
H -0.02706 5.25400 1.87164
H -1.96786 5.24600 3.44114
H -2.89526 3.02480 4.18894
C 1.08314 -2.54190 2.52024
Sb 1.19104 -0.58830 1.54854
C 2.15444 0.33260 3.26384
C 2.96344 -0.30730 0.21564
C 3.63294 -1.25290 -0.74406
C 4.89994 -0.84000 -1.15246
C 5.57154 -1.48180 -2.17616
C 4.96634 -2.54310 -2.82916
C 3.72754 -2.98290 -2.40986
C 3.05604 -2.37160 -1.34836
C 1.84044 -3.04280 -0.83446
Sb -0.14216 -1.97260 -0.92066
C -0.02976 -1.38950 -3.01546
C -1.14456 -3.87490 -1.26976
H 2.06124 -3.03220 2.53904
H 0.33554 -3.19050 2.03624
H 0.77274 -2.34760 3.55654
H 3.03144 -0.26190 3.50494
H 1.49034 0.34440 4.12774
H 2.48494 1.34590 3.04014
H 3.70774 0.06260 0.92324
H 2.63964 0.55190 -0.39576
H 5.35904 0.01020 -0.67436
H 6.55664 -1.15190 -2.46436
H 5.46454 -3.03440 -3.64896
H 3.27044 -3.83460 -2.88846
H 2.00464 -3.33330 0.20624
H 1.67054 -3.94010 -1.42006
H 0.03824 -2.30700 -3.60286
H 0.86544 -0.78350 -3.17836
H -0.94256 -0.84210 -3.28306
H -0.49396 -4.49450 -1.88896
H -2.08166 -3.70510 -1.80246
H -1.34386 -4.38970 -0.32536
Cl -4.14266 4.24930 -4.30266
C -3.56916 3.42450 -2.91616
C -4.37646 3.37330 -1.76376
C -3.95586 2.71200 -0.62856
C -2.72856 2.04780 -0.61666
O -2.28026 1.36770 0.45334
C -1.88566 2.11840 -1.77286
C -0.62206 1.51040 -1.71006
O -0.24076 0.75420 -0.71786
C -2.33246 2.81690 -2.91576
H -5.33706 3.86930 -1.76456
H -4.57556 2.67850 0.25724
H 0.10824 1.66780 -2.50386
H -1.69026 2.85590 -3.77966
O -1.89256 -2.11210 1.18724
S -3.28046 -1.69750 0.73254
O -3.39366 -0.42730 1.44754
O -4.27266 -2.68210 0.76264
S -2.79236 -0.96680 -1.05636

---

No. 2
C15H26O6 | ωB97M-V with the def2-TZVPD basis set

The spin multiplicity is 1. Its energy relative to the best compared isomer or geometry (same formula, charge and spin) is 363.1 kcal per mole. Its net charge is 0. Its max |F| is 15.55 eV/A. The gap between HOMO and LUMO is 10.51 eV.

CARTESIAN COORDINATES (ANGSTROEM)
C -4.10626 -0.42434 0.05238
C -4.24577 1.03462 -0.36102
H -3.88110 1.35397 -1.39128
H -5.41483 1.22150 -0.35350
C -3.66267 1.78984 0.48446
C -2.24287 1.71267 0.62595
O -1.57638 1.34418 1.65890
O -1.75141 2.11682 -0.77635
C -0.39588 1.94901 -0.99186
H 0.23621 1.94162 0.04387
C -0.15307 0.76011 -1.52830
C 1.20944 0.51355 -2.24404
H 1.50675 1.03496 -2.98251
H 1.42015 -0.47195 -2.58571
O 2.30795 0.43601 -1.26936
C 2.76753 1.61544 -0.70302
O 2.55571 2.50769 -1.32697
C 3.85506 1.49774 0.32686
C 3.75245 0.56210 1.21890
C 2.32680 0.71662 2.18044
H 2.27808 1.66604 2.39684
H 2.16880 0.04896 3.03421
H 1.48064 0.65075 1.48171
H 3.55577 -0.46470 0.95958
H 4.49050 0.62358 1.73342
H 4.92592 1.39108 -0.27450
H 3.96852 2.34623 0.72102
H -0.78179 0.56113 -2.38945
O -0.38413 -0.46218 -0.42900
C -0.57777 -1.70597 -0.86825
O -0.71700 -1.87102 -2.14537
C -0.80550 -2.61354 0.11604
C 0.40349 -3.56694 0.28698
C 1.69108 -3.06644 0.52089
H 1.91360 -2.27521 -0.22480
H 2.55016 -3.47804 0.60402
H 1.71752 -2.41918 1.32964
H 0.40269 -4.10135 -0.42972
H 0.14809 -4.30411 1.05733
H -0.89604 -1.86669 1.25182
H -1.64380 -3.19140 0.29562
H -0.16858 2.79940 -1.32633
H -4.10810 1.71015 1.68645
H -3.96871 2.86590 0.42599
H -3.19908 -0.59014 -0.13507
H -4.36933 -0.72599 0.95114
H -4.58283 -1.17247 -0.70808

---

No. 3
C18H19N7O2 | ωB97M-V with the def2-TZVPD basis set

The spin multiplicity is 1. Its energy relative to the best compared isomer or geometry (same formula, charge and spin) is 45.0 kcal per mole. The SMILES is COCCNc1nc2nonc2nc1N(C)Cc1cccc2cnccc12. Its net charge is 0. Its max |F| is 1.85 eV/A. The gap between HOMO and LUMO is 8.32 eV.

CARTESIAN COORDINATES (ANGSTROEM)
C 1.66106 -1.39673 2.83826
O 1.90200 -1.50939 1.45686
C 2.98008 -0.73834 0.97430
C 2.60761 0.73981 0.78160
N 1.43295 0.85722 -0.05531
C 1.56062 0.98865 -1.40140
N 2.75006 1.23765 -1.88310
C 2.83654 1.25975 -3.22713
N 3.86979 1.47212 -4.00524
O 3.42321 1.26939 -5.25829
N 2.12361 0.93018 -5.31276
C 1.71164 0.91813 -4.06827
N 0.47708 0.72063 -3.56595
C 0.37319 0.83718 -2.26644
N -0.87453 0.70082 -1.73335
C -1.93718 0.31666 -2.63965
C -1.32073 1.51742 -0.62481
C -1.97114 0.80754 0.54763
C -2.78034 1.59131 1.33753
C -3.38390 1.11416 2.50684
C -3.17112 -0.17482 2.90279
C -2.36369 -1.02177 2.12104
C -2.12788 -2.36319 2.50105
N -1.40004 -3.20322 1.82424
C -0.84994 -2.77004 0.68150
C -0.99451 -1.49725 0.19796
C -1.75800 -0.54899 0.91991
H 0.90474 -2.14267 3.07563
H 2.56936 -1.60372 3.41499
H 1.28477 -0.40427 3.11341
H 3.23326 -1.17007 0.00271
H 3.84939 -0.82004 1.63969
H 2.38296 1.20732 1.74426
H 3.42817 1.26631 0.29590
H 0.66323 0.28477 0.26720
H -2.27643 1.16339 -3.24262
H -2.76781 -0.06969 -2.05053
H -1.56891 -0.45188 -3.31428
H -2.05151 2.24038 -1.01629
H -0.47750 2.10298 -0.24525
H -2.95100 2.62050 1.05355
H -4.00830 1.77618 3.08717
H -3.61432 -0.56470 3.80689
H -2.57321 -2.74060 3.41394
H -0.26452 -3.50434 0.14709
H -0.53883 -1.24471 -0.74327

---

No. 4
C40H49As2BBaIN5O6S | ωB97M-V with the def2-TZVPD basis set

The spin multiplicity is 1. Its energy relative to the best compared isomer or geometry (same formula, charge and spin) is 3.2 kcal per mole. Its net charge is -2. Its max |F| is 1.65 eV/A. The gap between HOMO and LUMO is 5.87 eV.

CARTESIAN COORDINATES (ANGSTROEM)
Ba -0.23699 -1.20933 0.46962
O -0.45070 -0.80138 -3.58871
C 0.68041 -1.52919 -3.99836
C 0.87683 -2.86034 -3.28419
N 1.07919 -2.81004 -1.83945
C 1.13973 -4.17804 -1.32906
C 1.20213 -4.30666 0.20912
O 1.84073 -5.24748 0.68201
O 0.53678 -3.42673 0.84266
C 2.30739 -2.08619 -1.51004
C 2.20195 -0.54197 -1.57445
O 3.23628 0.09137 -1.81342
O 1.04766 -0.05500 -1.34102
H -0.22837 -0.45208 -2.70815
H 1.59035 -0.91802 -3.93337
H 0.54091 -1.76550 -5.05832
H 1.75042 -3.35013 -3.75955
H 0.00188 -3.48729 -3.47280
H 1.99973 -4.73443 -1.73401
H 0.22676 -4.69458 -1.64004
H 3.14582 -2.38388 -2.15855
H 2.58886 -2.33720 -0.48359
B -2.55213 0.04913 4.99400
N -3.44904 -0.02736 3.73498
C -4.78443 0.09389 3.82184
C -5.32473 -0.11821 2.56933
C -4.20500 -0.36690 1.76580
N -3.07779 -0.30438 2.47001
N -1.01367 0.05908 4.73012
C -0.17673 0.38857 5.72950
C 1.11451 0.08137 5.34790
C 0.95586 -0.44271 4.05893
N -0.32273 -0.44305 3.68827
H -2.81216 -0.90058 5.71537
H -2.79756 1.08983 5.58665
H -5.24352 0.30836 4.77413
H -6.36242 -0.10416 2.28041
H -4.16138 -0.60897 0.72084
H -0.57558 0.80024 6.64274
H 2.02330 0.21465 5.91175
H 1.70440 -0.80292 3.37160
I -2.45517 1.12836 -1.16492
C -3.84680 -0.24821 -1.92719
C -4.83496 0.26519 -2.71966
C -5.81974 -0.59491 -3.24834
C -5.78263 -1.92657 -2.95548
C -4.76273 -2.46452 -2.13034
C -4.74191 -3.84606 -1.82555
C -3.75071 -4.34333 -1.02858
C -2.74722 -3.48994 -0.51411
C -2.68424 -2.12719 -0.75467
C -3.73834 -1.62782 -1.58902
H -4.86489 1.32420 -2.94015
H -6.60192 -0.18835 -3.87960
H -6.53829 -2.60152 -3.34612
H -5.52019 -4.48490 -2.23177
H -3.72929 -5.40283 -0.78805
H -1.98500 -3.96975 0.10072
C -0.26626 5.30750 2.96105
As -0.27496 3.59162 1.97926
C -1.92192 2.87702 2.74117
C -0.99711 4.30044 0.28705
C -2.21281 4.98716 0.31205
C -2.77680 5.49577 -0.84428
C -2.12096 5.32221 -2.05521
C -0.91645 4.64274 -2.09063
C -0.33516 4.12295 -0.93069
As 1.38920 3.15095 -1.03609
C 2.46347 4.80591 -1.23558
C 1.34972 2.65929 -2.92795
H -1.22691 5.81833 2.88559
H 0.51638 5.95259 2.56131
H -0.05475 5.10182 4.01110
H -2.71825 3.62069 2.77814
H -1.70000 2.53225 3.75108
H -2.25676 2.01271 2.16700
H -2.74175 5.10924 1.24974
H -3.73124 6.00732 -0.80360
H -2.55689 5.69938 -2.97312
H -0.42642 4.49605 -3.04457
H 2.04016 5.47219 -1.98918
H 3.47892 4.52844 -1.52372
H 2.49912 5.32473 -0.27644
H 1.40954 3.52924 -3.58421
H 0.44716 2.08339 -3.13026
H 2.21066 2.00657 -3.07078
C 9.19606 -1.02744 2.04551
C 7.77744 -0.58160 1.81278
C 7.49822 0.68982 1.32033
C 6.18860 1.10020 1.11401
C 5.14936 0.23799 1.42208
C 5.40088 -1.03938 1.89408
C 6.71422 -1.43831 2.08510
S 3.45935 0.77761 1.18145
C 3.31700 1.67566 2.73721
O 2.63438 -0.45363 1.36443
H 9.90656 -0.30509 1.64279
H 9.39072 -1.99204 1.57374
H 9.40470 -1.14008 3.11195
H 8.31473 1.36140 1.07899
H 5.97940 2.08027 0.70031
H 4.56449 -1.70196 2.08268
H 6.91641 -2.44078 2.44662
H 3.68979 1.06108 3.55479
H 2.25652 1.88732 2.86280
H 3.86921 2.61350 2.66209